{
  "formula": "C2H8FNSi",
  "method": "ωB97M-V with the def2-TZVPD basis set",
  "relative_energy_ev": 0.000,
  "multiplicity": 1,
  "smiles": "CN(C)[SiH2]F",
  "lumo_energy_ha": 0.03220,
  "total_energy_ev": -14289.8729,
  "orbital_gap_ev": 10.078,
  "charge": 0,
  "elements": ["C", "C", "N", "F", "Si", "H", "H", "H", "H", "H", "H", "H", "H"],
  "positions_angstrom": [[0.220, -0.913, 1.189], [0.249, -0.688, -1.291], [-0.136, -0.155, 0.073], [0.542, 2.698, -0.071], [-0.575, 1.499, 0.057], [0.372, -0.281, 2.104], [-0.323, -1.892, 1.269], [1.244, -1.196, 1.130], [-0.083, 0.168, -2.066], [1.347, -0.925, -1.187], [-0.208, -1.685, -1.405], [-1.565, 1.628, -1.173], [-1.085, 1.743, 1.370]],
  "forces_ev_per_angstrom": [[0.941, -0.717, 1.615], [0.129, 1.022, 1.231], [-0.581, 1.753, -2.831], [-0.448, -0.920, -0.291], [-0.503, 0.073, -1.087], [-1.392, -0.660, -0.423], [-0.035, 1.073, 0.452], [1.346, -0.744, -0.562], [1.076, -2.537, 1.370], [-0.789, 0.705, -0.921], [-0.321, 0.571, -0.525], [1.140, 0.153, 1.269], [-0.564, 0.230, 0.703]]
}

---

{
  "formula": "C20H32BClF16N2O2",
  "method": "ωB97M-V with the def2-TZVPD basis set",
  "multiplicity": 1,
  "smiles": "FC(F)C(F)(F)COC(F)(F)C(F)F.FC(F)C(F)(F)COC(F)(F)C(F)F.NCCCCCB(Cl)CCCCCN",
  "lumo_energy_ha": 0.02166,
  "total_energy_ev": -85013.3379,
  "orbital_gap_ev": 9.470,
  "charge": 0,
  "elements": ["N", "C", "C", "C", "C", "C", "B", "Cl", "C", "C", "C", "C", "C", "N", "H", "H", "H", "H", "H", "H", "H", "H", "H", "H", "H", "H", "H", "H", "H", "H", "H", "H", "H", "H", "H", "H", "H", "H", "C", "C", "C", "F", "F", "F", "F", "O", "C", "C", "F", "F", "F", "F", "H", "H", "H", "H", "C", "C", "C", "F", "F", "F", "F", "O", "C", "C", "F", "F", "F", "F", "H", "H", "H", "H"],
  "positions_angstrom": [[1.158, -1.081, -0.581], [1.460, 0.222, -1.228], [0.474, 1.352, -0.734], [-0.291, 2.014, -1.912], [-1.426, 1.100, -2.498], [-2.549, 0.804, -1.447], [-3.848, 1.717, -1.575], [-3.584, 3.541, -1.621], [-5.365, 1.194, -1.641], [-5.738, 0.197, -0.478], [-6.238, -1.209, -1.006], [-4.989, -1.989, -1.513], [-5.182, -3.536, -1.603], [-6.578, -3.958, -1.891], [1.973, -1.347, -0.039], [1.040, -1.820, -1.263], [2.475, 0.522, -0.909], [1.363, 0.098, -2.322], [1.054, 2.149, -0.237], [-0.173, 0.899, 0.035], [-0.777, 2.939, -1.539], [0.378, 2.324, -2.739], [-1.804, 1.482, -3.466], [-0.939, 0.125, -2.726], [-2.843, -0.259, -1.566], [-2.198, 0.893, -0.393], [-6.011, 2.090, -1.504], [-5.603, 0.805, -2.652], [-4.858, 0.025, 0.182], [-6.522, 0.624, 0.174], [-6.948, -1.016, -1.835], [-6.760, -1.688, -0.161], [-4.171, -1.805, -0.786], [-4.683, -1.583, -2.495], [-4.520, -3.932, -2.409], [-4.845, -3.989, -0.654], [-6.689, -4.857, -1.429], [-6.615, -4.194, -2.879], [6.604, -4.029, -0.524], [5.633, -2.872, -0.177], [5.207, -2.704, 1.284], [4.517, -3.755, 1.750], [4.388, -1.629, 1.397], [4.548, -2.957, -0.976], [6.275, -1.722, -0.523], [6.057, -5.224, -1.100], [5.606, -6.275, -0.293], [4.118, -6.559, -0.508], [3.363, -5.496, -0.181], [3.726, -7.587, 0.276], [5.916, -6.063, 0.991], [6.305, -7.363, -0.669], [7.235, -3.635, -1.321], [7.291, -4.252, 0.292], [6.072, -2.537, 1.932], [3.920, -6.813, -1.551], [-0.381, 5.505, 2.264], [0.099, 4.092, 1.850], [0.155, 3.014, 2.938], [1.030, 3.304, 3.913], [0.561, 1.839, 2.400], [1.292, 4.200, 1.224], [-0.790, 3.654, 0.914], [0.609, 6.522, 2.479], [1.196, 6.707, 3.736], [2.710, 6.498, 3.693], [3.023, 5.244, 3.323], [3.241, 6.700, 4.919], [0.593, 5.955, 4.664], [0.953, 7.987, 4.079], [-0.935, 5.876, 1.401], [-1.110, 5.475, 3.073], [-0.830, 2.856, 3.385], [3.175, 7.190, 2.987]],
  "forces_ev_per_angstrom": [[0.400, 0.126, -0.013], [-0.703, 0.195, 0.701], [0.723, -0.076, -0.861], [-1.168, 0.081, 0.141], [1.110, -0.367, 0.826], [-0.696, -0.020, -0.455], [0.025, 0.040, -0.110], [-0.179, -1.037, -0.003], [0.011, 1.082, 0.843], [-0.086, -0.705, -0.465], [1.013, 1.215, 0.250], [-0.642, -0.492, 0.395], [0.350, 0.280, -0.465], [0.664, -0.367, 0.076], [-0.218, -0.149, 0.101], [-0.034, 0.106, -0.054], [-0.281, -0.103, -0.684], [0.391, 0.301, 0.425], [-0.202, -0.418, -0.167], [0.110, 0.295, -0.486], [0.309, -0.388, -0.246], [-0.054, -0.250, 0.519], [0.007, 0.006, 0.587], [-0.349, 0.478, -0.029], [0.010, 0.568, 0.182], [0.079, 0.029, -0.662], [0.311, -0.510, -0.344], [0.191, -0.082, 0.488], [-0.480, 0.054, -0.333], [0.346, 0.011, -0.453], [0.185, -0.352, 0.532], [0.240, -0.201, -0.558], [-0.300, -0.096, -0.556], [-0.076, -0.120, 0.425], [-0.103, 0.245, 0.668], [-0.274, 0.187, -0.368], [-0.284, 0.149, -0.024], [-0.254, 0.193, 0.060], [0.478, -0.318, -0.308], [-0.208, -0.593, -0.655], [-0.001, 0.467, 0.467], [-0.004, -0.504, -0.213], [0.082, 0.141, -0.261], [-0.176, -0.050, 0.165], [0.192, 0.070, 0.291], [-0.793, 0.134, 0.771], [1.184, 0.864, -0.431], [-0.498, -0.158, -0.246], [0.165, 0.288, 0.112], [0.235, -0.112, 0.078], [-0.329, 0.109, 0.332], [-0.208, -0.294, -0.166], [-0.186, 0.044, -0.032], [-0.261, -0.029, 0.229], [0.099, -0.015, -0.114], [0.188, -0.023, -0.038], [-0.295, 0.587, -0.080], [0.435, 0.743, -0.191], [-0.224, -0.649, 0.039], [0.189, 0.509, 0.124], [-0.085, 0.087, -0.224], [0.117, -0.107, 0.192], [-0.221, -0.108, 0.325], [0.565, -0.797, 0.553], [-1.299, 0.003, -0.860], [0.551, 0.072, -0.126], [-0.261, -0.219, -0.068], [-0.196, 0.128, 0.136], [0.209, -0.375, 0.208], [0.319, 0.240, 0.039], [0.164, -0.084, -0.055], [0.207, -0.197, 0.197], [-0.067, 0.129, -0.068], [-0.161, 0.107, -0.011]]
}

---

{
  "formula": "C2H10N2",
  "method": "ωB97M-V with the def2-TZVPD basis set",
  "relative_energy_ev": 1.949,
  "multiplicity": 1,
  "smiles": "CNC.N",
  "lumo_energy_ha": 0.04230,
  "total_energy_ev": -5214.4033,
  "orbital_gap_ev": 10.492,
  "charge": 0,
  "elements": ["N", "H", "H", "H", "C", "N", "C", "H", "H", "H", "H", "H", "H", "H"],
  "positions_angstrom": [[-2.681, -2.698, -5.476], [-3.317, -3.458, -5.677], [-1.730, -2.860, -5.441], [-2.765, -2.119, -6.322], [0.004, 0.545, 2.174], [1.441, 0.486, 2.606], [2.202, 1.626, 2.264], [-0.241, 0.541, 1.132], [-0.564, 1.500, 2.397], [-0.777, -0.211, 2.367], [1.252, 0.734, 3.723], [3.232, 1.528, 2.638], [2.185, 1.681, 1.173], [1.759, 2.705, 2.444]],
  "forces_ev_per_angstrom": [[-2.683, 1.905, -1.258], [0.753, -0.533, 0.339], [2.094, -1.414, 0.342], [-0.164, 0.043, 0.578], [-1.639, 1.617, -0.628], [-3.621, 0.097, 5.265], [-0.133, 2.804, -2.069], [1.383, 0.054, -1.521], [0.975, -0.485, 0.560], [1.290, -0.538, 1.406], [0.876, -1.698, -3.238], [-0.472, 0.232, -0.136], [0.737, -0.218, -0.252], [0.603, -1.864, 0.611]]
}